{"formula": "C6H12OSSi", "method": "the ωB97M-V functional and the def2-TZVPD basis", "species": ["C", "C", "Si", "S", "C", "C", "C", "C", "O", "H", "H", "H", "H", "H", "H", "H", "H", "H", "H", "H", "H"], "xyz": [[1.88410, -2.81809, 0.06058], [1.88674, -1.58360, 0.65625], [1.00161, -0.11303, 0.10095], [2.61550, 1.73407, -0.40455], [-0.11732, 0.72682, 1.41891], [-1.38269, 1.37076, 0.77291], [-2.00172, 0.47224, -0.35431], [-1.07925, 0.19098, -1.57394], [0.16157, -0.39048, -1.24743], [2.33735, -3.70453, 0.58956], [1.47521, -2.76673, -0.90704], [2.22857, -1.49416, 1.61709], [2.35669, 1.60572, -1.73404], [0.32119, 1.53798, 1.99048], [-0.59249, -0.03487, 2.10139], [-1.05221, 2.33782, 0.28155], [-2.16077, 1.50993, 1.71369], [-2.44912, -0.44808, 0.15027], [-2.84534, 1.18609, -0.84017], [-1.64072, -0.42482, -2.23230], [-0.94691, 1.10599, -2.15986]], "lowdin_charge": [0.00, -0.23, 0.39, 0.28, -0.28, -0.28, -0.20, -0.25, -0.21, 0.08, 0.03, 0.02, -0.26, 0.06, 0.09, 0.11, 0.15, 0.13, 0.15, 0.10, 0.12], "fmax_ha_per_bohr": 0.067, "multiplicity": 1, "homo_energy_ev": -8.7, "de_lowest_kcal_mol": 17.40, "smiles": "C=C[Si@]1(S)CCCCO1"}